DFT (ωB97M-V with the def2-TZVPD basis set) results for a cluster of 6 separate species, H11O5S in total.

Geometry as XYZ:
```
17
Properties=species:S:1:pos:R:3:mulliken_charge:R:1
S -1.075 0.795 -0.906 -0.826
O 1.597 0.145 1.422 -0.763
O 2.143 -1.021 -2.274 -0.654
O 3.784 -1.147 0.278 -0.703
O -4.442 0.447 -0.140 -0.675
O -1.062 0.021 2.257 -0.687
H -4.354 -0.282 -0.783 0.320
H 0.693 -0.026 1.911 0.423
H -1.221 2.121 -1.301 0.049
H -1.352 0.780 2.706 0.304
H 3.572 -1.990 0.779 0.303
H 1.145 0.345 0.506 0.285
H -3.455 0.722 -0.035 0.297
H 3.046 -0.609 0.702 0.428
H 1.491 -0.415 -1.919 0.290
H -1.353 0.173 1.263 0.264
H 2.840 -1.096 -1.668 0.347
```

## Properties
**Kohn-Sham gap**: 8.123 eV
**LUMO**: 3.7 eV
**Total charge**: -1
**Strongest force on any atom**: 3.603 eV/Å
**HOMO**: -4.45 eV
**Energy above the lowest of the compared OMol25 structures with the same formula, charge and spin**: 0.9435 eV

DFT (ωB97M-V with the def2-TZVPD basis set) results for a cluster of 2 separate species, C4H12O3 in total.

Geometry as XYZ:
```
19
Properties=species:S:1:pos:R:3:mulliken_charge:R:1
O -0.336 -0.471 1.370 -0.679
O 1.731 0.213 1.890 -0.534
O -1.496 -0.341 -0.828 -0.538
C 1.305 0.077 -0.645 -1.507
C 0.216 1.862 1.073 -1.149
C -1.751 -1.596 -1.444 -0.591
C 0.640 0.403 1.083 0.805
H -0.108 2.133 2.079 0.365
H -0.525 -0.013 -1.094 0.312
H 1.598 -0.620 2.365 0.344
H 1.537 -0.988 -0.635 0.287
H 1.054 2.494 0.793 0.327
H -0.614 2.004 0.387 0.256
H -0.940 -2.305 -1.257 0.277
H -1.872 -1.472 -2.523 0.292
H 2.252 0.599 -0.519 0.454
H -1.023 -0.469 0.542 0.501
H 1.011 0.483 -1.618 0.530
H -2.678 -1.992 -1.021 0.249
```

## Properties
**Kohn-Sham gap**: 9.798 eV
**SMILES**: CC(C)(O)O.CO
**LUMO**: 0.8 eV
**Strongest force on any atom**: 3.362 eV/Å
**HOMO**: -9.00 eV
**Energy above the lowest of the compared OMol25 structures with the same formula, charge and spin**: 1.8786 eV

DFT (ωB97M-V with the def2-TZVPD basis set) results for the ion C5H10NO with charge -1.

Geometry as XYZ:
```
17
Properties=species:S:1:pos:R:3:mulliken_charge:R:1
O -3.416 0.495 1.346 -0.871
N 2.484 -0.787 -0.432 -0.505
C -1.059 0.230 0.898 -0.689
C 0.078 0.141 -0.126 -0.238
C 1.419 -0.264 0.448 -0.387
C -2.431 0.770 0.493 -0.481
C 2.235 -0.906 -1.678 -0.334
H -0.719 0.819 1.778 0.283
H -0.303 -0.633 -0.829 0.311
H 1.295 -1.080 1.190 0.288
H -2.655 0.436 -0.585 0.155
H 1.972 0.534 0.954 0.275
H -1.217 -0.744 1.390 0.304
H 0.181 1.129 -0.570 0.219
H 2.632 -1.794 -2.174 0.248
H 1.698 -0.199 -2.292 0.307
H -2.195 1.853 0.188 0.115
```

## Properties
**Kohn-Sham gap**: 5.835 eV
**SMILES**: C=NCCCC[O-]
**LUMO**: 3.6 eV
**Total charge**: -1
**Strongest force on any atom**: 2.773 eV/Å
**HOMO**: -2.22 eV
**Energy above the lowest of the compared OMol25 structures with the same formula, charge and spin**: 1.6711 eV

DFT (ωB97M-V with the def2-TZVPD basis set) results for an isolated molecule of C6H12.

Geometry as XYZ:
```
18
Properties=species:S:1:pos:R:3:mulliken_charge:R:1
C -0.825 1.765 -0.773 -1.625
C -0.070 0.440 -0.764 0.594
C 1.230 -0.996 0.719 -0.596
C 1.153 0.435 0.180 -0.880
C -0.240 -1.356 0.937 -0.599
C -0.956 -0.752 -0.280 -0.781
H -1.225 1.986 0.224 0.379
H -1.668 1.734 -1.472 0.393
H -0.410 -2.432 1.044 0.330
H -1.064 -1.499 -1.072 0.279
H 2.075 0.758 -0.317 0.359
H -1.967 -0.416 -0.026 0.329
H -0.179 2.600 -1.067 0.370
H 0.272 0.235 -1.788 0.242
H 0.972 1.124 1.016 0.301
H 1.663 -1.663 -0.043 0.275
H -0.601 -0.875 1.854 0.271
H 1.838 -1.087 1.627 0.359
```

## Properties
**Kohn-Sham gap**: 12.162 eV
**SMILES**: CC1CCCC1
**LUMO**: 1.2 eV
**Strongest force on any atom**: 0.225 eV/Å
**HOMO**: -10.92 eV
**Energy above the lowest of the compared OMol25 structures with the same formula, charge and spin**: 0.0970 eV

DFT (ωB97M-V with the def2-TZVPD basis set) results for a cluster of 2 separate species, C5H9FN4O5 in total.

Geometry as XYZ:
```
24
Properties=species:S:1:pos:R:3:mulliken_charge:R:1
F -0.561 -1.089 -1.469 -0.244
O -1.597 2.635 1.226 -0.643
O 3.655 -0.015 -0.495 -0.602
O -0.827 2.703 -0.761 -0.599
O 3.514 1.881 0.502 -0.572
O -0.141 -1.294 2.026 -0.713
N 1.309 -1.731 0.461 -0.193
N 3.063 0.952 -0.106 1.089
N -1.260 2.113 0.192 1.102
N -2.137 0.076 1.124 -0.400
C -1.356 0.684 0.128 0.165
C 0.589 -0.870 1.139 0.410
C 0.744 0.524 0.832 0.014
C 1.581 1.071 -0.337 -1.143
C -1.369 0.019 -1.232 -0.741
H 1.378 -2.628 0.810 0.246
H 1.560 2.138 -0.219 0.476
H 1.236 0.547 -1.263 0.369
H -2.025 0.628 1.953 0.310
H -2.541 -0.196 -1.418 0.325
H -2.151 -0.979 1.113 0.331
H -1.044 0.679 -2.121 0.320
H 0.325 1.107 1.672 0.526
H 1.892 -1.493 -0.325 0.168
```

## Properties
**Kohn-Sham gap**: 7.793 eV
**LUMO**: -1.4 eV
**Strongest force on any atom**: 4.169 eV/Å
**HOMO**: -9.22 eV
**Energy above the lowest of the compared OMol25 structures with the same formula, charge and spin**: 0.0000 eV

DFT (ωB97M-V with the def2-TZVPD basis set) results for a cluster of 2 separate species, C5H12O2 in total.

Geometry as XYZ:
```
19
Properties=species:S:1:pos:R:3:mulliken_charge:R:1
O 1.001 1.111 -1.338 -0.482
O -1.762 0.336 -1.021 -0.575
C 0.573 -0.178 -1.197 0.538
C 1.145 -1.234 -1.773 -0.970
C -0.659 -0.227 -0.324 -0.059
C -1.702 0.362 1.905 -1.217
C -0.457 0.468 1.029 -0.296
H -0.213 1.522 0.847 0.275
H -1.496 1.232 -1.272 0.401
H 1.775 1.130 -1.917 0.323
H -0.917 -1.279 -0.160 0.342
H 2.941 -0.194 0.901 0.183
H 0.737 -2.225 -1.620 0.265
H -1.596 0.946 2.826 0.374
H 2.016 -1.144 -2.419 0.243
H 2.679 -0.714 0.440 -0.177
H -2.580 0.727 1.365 0.292
H 0.414 0.037 1.539 0.224
H -1.897 -0.678 2.188 0.317
```

## Properties
**Kohn-Sham gap**: 9.996 eV
**SMILES**: C=C(O)[C@H](O)CC.[H][H]
**LUMO**: 0.8 eV
**Strongest force on any atom**: 0.322 eV/Å
**HOMO**: -9.21 eV
**Energy above the lowest of the compared OMol25 structures with the same formula, charge and spin**: 2.0333 eV